ORCA calculation (ωB97M-V/def2-TZVPD) on C25H44Cl3N4O3SiZn as an isolated structure at a distorted geometry.

Calculated values
E_HOMO (Eh): -0.2024
ΔE to the lowest compared entry with this formula, charge and spin (eV): 0.000
Net charge: -1

```
81
C25H44Cl3N4O3SiZn, DFT ωB97M-V/def2-TZVPD
C -2.0925 -2.2384 -4.6540
C -1.2970 -2.4640 -3.3996
H -2.5019 -3.2025 -5.0041
H -1.4502 -1.8539 -5.4671
H -2.9136 -1.5185 -4.5004
C -0.4327 -3.4883 -3.3001
C -0.1324 -4.4189 -4.4165
H 0.1128 -3.6716 -2.3743
H 0.3187 -3.8822 -5.2652
H -1.0039 -4.9656 -4.8058
H 0.6035 -5.1536 -4.0755
Zn -1.8414 2.2143 1.5571
Cl -3.3666 3.8527 2.3286
Cl 0.1348 3.0584 0.9127
H 1.1566 5.4809 5.1596
H -1.2874 6.9185 3.5749
C 0.9907 5.2981 4.0923
C -1.1393 5.9705 3.0357
N -0.4006 5.0198 3.8338
H 1.6126 4.4513 3.7802
C -0.9780 3.9745 4.4759
O -0.4194 3.2648 5.3035
H -2.1198 5.5079 2.8109
H -2.0412 3.8361 4.1676
H 1.2644 6.1839 3.5175
H -0.6122 6.1482 2.0897
H 2.8932 -1.0197 -2.7917
H 2.9519 -3.4791 -2.4086
C 3.1995 -0.7559 -1.7710
C 3.7039 -3.1860 -1.6582
N 3.2870 -1.9699 -0.9711
H 2.4677 -0.0721 -1.3253
C 3.4514 -1.8322 0.3779
O 3.2282 -0.7808 0.9780
H 3.8045 -3.9873 -0.9182
H 3.7847 -2.7651 0.8715
H 4.1759 -0.2457 -1.8074
H 4.6700 -3.0408 -2.1666
O -0.4279 -0.3618 -2.6756
C -1.3771 -1.3799 -2.3446
C 0.1317 -2.1716 -0.4825
C -1.1567 -1.8923 -0.9354
H 0.9878 -1.8615 -1.0942
C 0.2899 -2.9274 0.6932
H -2.3789 -0.9357 -2.3696
C -2.2654 -2.1738 -0.1307
H 1.2892 -3.2433 1.0022
C -0.8246 -3.2905 1.4481
C -2.0992 -2.8743 1.0619
H -3.2452 -1.8301 -0.4736
H -0.6948 -3.8767 2.3665
H -2.9778 -3.1160 1.6627
Si -0.4573 1.1047 -3.3182
Cl -3.2213 0.7891 0.8968
C 1.3023 1.6624 -3.4802
C -1.3543 2.2863 -2.1584
C -1.4154 1.1555 -4.9192
H 1.7309 1.9131 -2.4965
H 1.3494 2.5713 -4.0983
H 1.9247 0.8885 -3.9438
H -0.9642 0.4875 -5.6661
H -1.4047 2.1802 -5.3121
H -2.4664 0.8672 -4.7893
H -0.7018 2.5271 -1.2986
H -2.2916 1.8872 -1.7478
H -1.5669 3.2302 -2.6947
C 2.6132 -0.5333 4.0243
C 1.2113 -0.1196 3.8355
C 0.0412 -0.7810 4.1928
C -1.0314 -0.0016 3.6945
N -0.5388 1.0681 3.0469
N 0.8155 0.9965 3.1827
C -2.4543 -0.3037 3.8947
H 3.1972 0.2070 4.5908
H 2.6242 -1.4744 4.5933
H 3.1098 -0.7100 3.0535
H -0.0453 -1.6902 4.7581
H 1.4117 1.7131 2.7811
H -2.6003 -0.5641 4.9530
H -3.0860 0.5572 3.6292
H -2.7644 -1.1675 3.2812
```



ORCA calculation (ωB97M-V/def2-TZVPD) on C25H44Cl4GdN3O6Si as an isolated structure at a distorted geometry.

Calculated values
E_HOMO (alpha / beta) (Eh): -0.2360 / -0.2335
Expectation value of S²: 16.039
Multiplicity: 8

```
84
C25H44Cl4GdN3O6Si, DFT ωB97M-V/def2-TZVPD
C -2.4673 -0.5911 -3.4829
C -1.4290 0.2693 -4.1375
H -3.3536 -0.0060 -3.2040
H -2.0694 -1.0835 -2.5869
H -2.8040 -1.3607 -4.1928
C -1.7258 1.0337 -5.2092
C -3.1049 1.2909 -5.7073
H -0.9177 1.4613 -5.8019
H -3.8002 1.5900 -4.9033
H -3.5406 0.4189 -6.2225
H -3.0639 2.1146 -6.4329
Gd -0.3432 -1.5533 0.9021
Cl 0.9655 -2.3628 -1.1308
C 2.7090 -1.2193 1.7003
O 1.5865 -0.6465 1.7897
N 3.8634 -0.5774 1.8404
C 3.8598 0.8665 2.1182
C 5.1142 -1.2002 1.4150
H 2.7707 -2.2946 1.4829
H 3.2731 1.0926 3.0234
H 3.4550 1.4515 1.2715
H 4.9049 1.1526 2.2805
H 5.2199 -2.1841 1.8799
H 5.9337 -0.5528 1.7241
H 5.1370 -1.3313 0.3256
H 1.4749 -1.7819 6.5611
H 0.3515 -3.4490 7.1700
C 0.8113 -1.3416 5.8075
C -0.5417 -3.2890 6.5606
N -0.2094 -2.3337 5.5139
H 1.3771 -1.0801 4.9040
C -0.9144 -2.2737 4.3779
O -0.6721 -1.4773 3.4426
H -0.8712 -4.2299 6.1068
H -1.7388 -3.0125 4.3285
H 0.3741 -0.4277 6.2459
H -1.3410 -2.9065 7.2105
H -5.5723 0.2012 3.4970
H -4.2676 1.1547 0.1408
C -4.8692 1.0403 3.3793
C -4.1391 1.7248 1.0657
N -3.9904 0.8484 2.2193
H -4.2815 1.1050 4.3090
C -3.0708 -0.1087 2.2336
O -2.2439 -0.2972 1.2767
H -3.2639 2.3700 0.9345
H -3.0512 -0.7326 3.1365
H -5.4344 1.9680 3.2360
H -5.0220 2.3301 1.2653
O -0.0769 0.4116 -2.1263
C -0.0339 0.1777 -3.5280
C 0.8136 2.3724 -4.5620
C 1.0114 1.0203 -4.2957
H -0.1350 2.8511 -4.2627
C 1.7849 3.1184 -5.2519
H 0.2670 -0.8786 -3.6276
C 2.2190 0.4059 -4.7002
H 1.5483 4.1605 -5.5264
C 2.9907 2.5164 -5.6085
C 3.1921 1.1490 -5.3606
H 2.3491 -0.6572 -4.4752
H 3.7602 3.1140 -6.1031
H 4.0932 0.6505 -5.7145
Si 0.0841 2.1284 -1.4062
Cl -1.9021 2.4586 -1.8388
C 0.5753 3.9411 -1.9253
C 2.0305 1.6395 -1.4055
C 0.1011 1.9000 0.4969
H 1.6172 3.9990 -2.2733
H 0.4733 4.5879 -1.0383
H -0.0788 4.3482 -2.7114
H -0.8513 1.4488 0.8034
H 0.2096 2.8865 0.9796
H 0.9195 1.2630 0.8649
H 2.5068 1.7127 -2.3887
H 2.1119 0.5801 -1.1164
H 2.6330 2.2346 -0.7034
Cl -1.4928 -5.7424 3.7933
C -0.4150 -5.6487 2.3680
Cl -0.9480 -6.6449 1.0266
C -0.3679 -4.1702 1.8938
O 0.7237 -3.5318 2.0684
O -1.3751 -3.6540 1.3021
H 0.5942 -5.9276 2.6885
```



ORCA calculation (ωB97M-V/def2-TZVPD) on a 5-piece molecular cluster, C25H44FNO16P overall at a distorted geometry.

Calculated values
E_HOMO (Eh): -0.1802
ΔE to the lowest compared entry with this formula, charge and spin (eV): 3.089
Net charge: -1

```
88
C25H44FNO16P, DFT ωB97M-V/def2-TZVPD
O -4.1876 0.7190 -4.4617
C -3.4177 0.0743 -5.2274
O -2.1043 0.5951 -5.5042
C -3.8227 -1.3366 -5.8981
C -3.8394 -2.5231 -4.7848
C -3.0023 -3.8654 -5.0881
O -2.2056 -4.2384 -3.9213
P -2.5041 -3.0886 -2.6152
F -4.0206 -3.9546 -2.3667
C -0.6500 -2.6552 -2.8219
C 0.1258 -2.6662 -4.1800
C 1.6589 -2.3233 -4.1187
C 2.2455 -2.0214 -2.7252
N 1.5623 -1.9812 -1.4764
C 0.1749 -2.2955 -1.5606
O -3.1367 -1.8977 -3.6860
H -1.6697 0.8284 -4.6483
H -4.8343 -1.1683 -6.3934
H -2.9853 -1.6139 -6.6327
H -4.9463 -2.7790 -4.6729
H -2.3233 -3.6958 -6.0137
H -3.5880 -4.7965 -5.4185
H -1.9860 -4.1197 -1.7177
H -2.6730 -2.2742 -1.4261
H -0.4041 -2.9182 -5.1505
H 2.3031 -2.3397 -5.0536
H 3.3773 -1.8073 -2.6936
H -0.4040 -2.3071 -0.5638
C 8.2077 1.4484 -1.3044
C 8.1133 0.8666 -2.7024
O 6.7609 0.5330 -3.0329
C 5.9704 1.5703 -3.3563
O 6.2996 2.7314 -3.3953
O 4.7404 1.0929 -3.6015
C 3.7697 2.1063 -3.8589
H 7.7515 0.7736 -0.5757
H 9.2512 1.6162 -1.0276
H 7.6774 2.4004 -1.2323
H 8.6848 -0.0633 -2.7459
H 8.5381 1.5409 -3.4514
H 4.0948 2.7735 -4.6600
H 3.5714 2.6700 -2.9448
H 2.8465 1.6171 -4.1711
C -6.3121 2.6472 -3.3340
C -6.0482 3.9305 -4.0973
O -6.7374 5.0414 -3.5022
C -6.1853 5.5359 -2.3845
O -5.1786 5.1410 -1.8508
O -6.9683 6.5384 -1.9428
C -6.5476 7.0888 -0.6973
H -7.3872 2.4710 -3.2376
H -5.8576 1.7960 -3.8452
H -5.9057 2.6943 -2.3214
H -6.4347 3.8312 -5.1142
H -4.9782 4.1401 -4.1788
H -5.5010 7.3983 -0.7334
H -6.7066 6.3621 0.1026
H -7.1608 7.9679 -0.4949
C -1.3168 -1.8083 6.2973
C -2.0432 -1.7240 4.9686
O -1.2242 -1.1034 3.9723
C -0.2558 -1.8782 3.4545
O -0.0288 -3.0270 3.7506
O 0.4346 -1.1430 2.5697
C 1.5648 -1.8176 2.0145
H -0.9576 -0.8223 6.6030
H -1.9782 -2.2008 7.0735
H -0.4444 -2.4579 6.2320
H -2.9305 -1.0968 5.0805
H -2.3845 -2.7064 4.6305
H 1.2805 -2.7787 1.5825
H 2.3309 -1.9513 2.7825
H 1.9745 -1.1925 1.2210
C 4.5164 1.5833 9.0454
C 3.7046 0.7093 9.9829
O 2.6564 0.0323 9.2803
C 3.0404 -1.0249 8.5451
O 4.1666 -1.4441 8.4351
O 1.9536 -1.5188 7.9303
C 2.2366 -2.5902 7.0305
H 3.8649 2.2703 8.4995
H 5.2550 2.1632 9.6037
H 5.0443 0.9849 8.2997
H 3.2223 1.3375 10.7353
H 4.3352 -0.0066 10.5174
H 2.7990 -3.3858 7.5235
H 2.7836 -2.2123 6.1641
H 1.2885 -3.0013 6.6880
```



ORCA calculation (ωB97M-V/def2-TZVPD) on C25H44LuO2P2 as an isolated structure at a distorted geometry.

Calculated values
E_HOMO (Eh): -0.3881
ΔE to the lowest compared entry with this formula, charge and spin (eV): 0.000
Net charge: +1

```
74
C25H44LuO2P2, DFT ωB97M-V/def2-TZVPD
Lu -1.2724 1.3734 0.8036
C -0.2017 0.5878 3.0373
C 0.8332 1.1596 2.2253
C -0.6517 2.8443 2.7921
C -1.1003 1.6311 3.3901
C 0.5498 2.5539 2.0700
C -0.1106 -0.7044 3.7616
H 0.7026 -1.3192 3.3610
H -1.0426 -1.2856 3.6927
H 0.0969 -0.5395 4.8353
C -2.1095 1.4724 4.4581
H -2.8609 0.7344 4.1523
H -2.6155 2.4178 4.6708
H -1.6507 1.1099 5.3916
C -1.2579 4.1787 3.0555
H -1.3290 4.4066 4.1294
H -2.2827 4.2231 2.6602
H -0.6796 4.9763 2.5789
C 1.4963 3.5043 1.4256
H 2.2461 3.8902 2.1383
H 0.9890 4.3660 0.9694
H 2.0441 2.9754 0.6330
C 2.1666 0.5307 2.0297
H 2.9207 0.9742 2.7051
H 2.5331 0.6388 0.9995
H 2.1375 -0.5404 2.2629
C 0.3956 -3.4126 1.3624
C 1.5855 -3.8367 1.8601
C 2.8915 -3.3887 1.2780
C 3.2372 -3.8467 -0.1736
C 3.0834 -2.7869 -1.2144
C 2.2597 -1.7317 -1.1682
C 0.9843 -1.6879 -0.3462
C 0.2708 -3.0212 -0.0806
H 3.6831 -3.7466 1.9495
H 2.6241 -4.7193 -0.4601
H 2.9067 -2.2889 1.3230
H 0.6762 -3.8118 -0.7325
H -0.4933 -3.2749 1.9976
H 1.6526 -4.4880 2.7296
H -0.8002 -2.8832 -0.3306
H 1.1174 -1.1281 0.5916
H 2.4853 -0.8581 -1.7974
H 0.2523 -1.0919 -0.9348
H 4.2903 -4.1849 -0.2212
H 3.6737 -2.9486 -2.1316
P -1.0007 -0.7682 -2.6691
P -1.0490 2.1529 -2.3234
C -1.3788 0.0786 -4.2676
C -1.8238 1.4779 -3.9350
H -2.1437 -0.5062 -4.7971
H -0.4665 0.0802 -4.8845
H -1.5373 2.1375 -4.7636
H -2.9076 1.5494 -3.7996
C -1.5902 3.8104 -2.9666
H -1.1401 4.6470 -2.4308
H -2.6799 3.8567 -2.8726
H -1.3354 3.9037 -4.0315
C 0.6213 2.2098 -3.1412
H 0.4932 2.3363 -4.2286
H 1.1966 1.2934 -2.9642
H 1.2036 3.0580 -2.7636
C -2.5974 -1.6707 -2.5271
H -2.8560 -1.7712 -1.4663
H -2.5124 -2.6621 -2.9901
H -3.3792 -1.0890 -3.0357
C 0.1183 -1.9349 -3.5657
H -0.3446 -2.2085 -4.5279
H 0.3653 -2.8458 -3.0082
H 1.0576 -1.3997 -3.7793
O -3.0345 0.3950 1.5479
C -2.6946 -0.7327 1.0216
O -1.6160 -0.7788 0.3070
H -3.2951 -1.6418 1.1325
```



ORCA calculation (ωB97M-V/def2-TZVPD) on a 8-piece molecular cluster, C25H45BF8O29S7 overall at a distorted geometry.

Calculated values
E_HOMO (Eh): -0.3763
SMILES: CC(C)CBCCOCC(F)(F)C(F)(F)C(F)(F)C(F)F.O=S1(=O)OCCO1.O=S1(=O)OCCO1.O=S1(=O)OCCO1.O=S1(=O)OCCO1.O=S1(=O)OCCO1.O=S1(=O)OCCO1.O=S1(=O)OCCO1

```
115
C25H45BF8O29S7, DFT ωB97M-V/def2-TZVPD
C 2.3720 1.7557 -4.4194
C 1.6998 1.0320 -3.1967
C 0.1670 0.9950 -3.4943
C 2.3029 -0.3943 -3.0126
B 3.8016 -0.4670 -2.4882
C 4.3616 0.2873 -1.1975
C 4.5340 -0.7355 -0.0244
O 3.2311 -1.0916 0.4661
C 3.1085 -0.9143 1.8518
C 1.6552 -1.2696 2.2314
F 1.2596 -2.2558 1.3890
F 1.6040 -1.8303 3.4567
C 0.6077 -0.1310 2.0880
F -0.0745 -0.2451 0.9512
F -0.3055 -0.2481 3.0880
C 1.1662 1.3041 2.1562
F 1.9008 1.6300 1.0919
F 0.0910 2.1311 2.0882
C 1.8937 1.6796 3.4789
F 3.1391 2.1301 3.1801
F 1.9175 0.6963 4.3835
H 2.2479 2.8606 -4.3826
H 3.4451 1.5062 -4.4946
H 1.8562 1.4262 -5.3380
H 1.8305 1.6874 -2.3137
H -0.4306 1.0169 -2.5662
H -0.1001 0.1392 -4.1365
H -0.0823 1.9110 -4.0515
H 2.2507 -0.8728 -4.0118
H 1.6855 -1.0352 -2.3440
H 4.5702 -1.1588 -3.0897
H 5.3673 0.7116 -1.3937
H 3.6728 1.1095 -0.9322
H 5.1889 -0.3345 0.7684
H 4.9840 -1.6516 -0.4465
H 3.4664 0.0605 2.2251
H 3.7459 -1.6852 2.3357
H 1.3776 2.5346 3.9432
O 1.1510 4.5162 -4.7638
S 2.1147 5.3997 -4.2046
O 3.3998 4.9689 -3.7690
O 1.4064 6.2350 -3.0138
C 1.4791 7.6517 -3.3118
C 1.5035 7.7275 -4.8199
O 2.3100 6.6238 -5.2290
H 2.3967 8.0509 -2.8910
H 0.6316 8.1751 -2.8916
H 1.9267 8.6617 -5.1797
H 0.5055 7.5934 -5.2438
O -1.3376 1.7852 -6.4331
S -2.6947 2.0926 -6.1336
O -3.2561 3.3803 -6.3574
O -2.9861 1.6578 -4.6086
C -4.0563 0.7082 -4.5669
C -3.9806 -0.0190 -5.8910
O -3.6316 0.9952 -6.8476
H -4.9966 1.2561 -4.4653
H -3.9353 0.0361 -3.7206
H -4.9229 -0.4896 -6.1632
H -3.1896 -0.7653 -5.8820
O 0.7608 9.2917 -1.0495
S 1.9068 9.3395 -0.2082
O 2.5302 10.5620 0.1563
O 3.0248 8.3439 -0.8041
C 3.3724 7.3599 0.1742
C 2.1239 7.1976 1.0156
O 1.5847 8.5155 1.1337
H 4.2041 7.7452 0.7678
H 3.6715 6.4324 -0.3096
H 2.3382 6.7911 1.9925
H 1.3834 6.5702 0.5096
O -4.4879 3.5307 6.4805
S -4.3630 2.1381 6.2212
O -5.4195 1.2193 6.4632
O -3.0281 1.6068 6.9568
C -2.1439 1.0214 5.9987
C -2.4377 1.7470 4.7004
O -3.8539 1.9388 4.7028
H -2.3791 -0.0428 5.9202
H -1.1101 1.1402 6.3158
H -2.1315 1.1781 3.8270
H -1.9613 2.7311 4.6790
O -2.0388 -6.9601 2.8394
S -2.0746 -5.9922 3.8813
O -2.3315 -6.3426 5.2390
O -3.0883 -4.8180 3.4489
C -2.4014 -3.5618 3.4383
C -0.9604 -3.9067 3.1223
O -0.7170 -5.1293 3.8295
H -2.4942 -3.1133 4.4305
H -2.8398 -2.8962 2.6983
H -0.2678 -3.1368 3.4439
H -0.8230 -4.0968 2.0556
O -2.0891 -12.5513 7.5571
S -2.8770 -11.4423 7.9755
O -3.5555 -11.4209 9.2251
O -3.9288 -11.1025 6.8018
C -3.7531 -9.7490 6.3662
C -2.2918 -9.4446 6.6191
O -1.9892 -10.1029 7.8557
H -4.4012 -9.1081 6.9679
H -4.0208 -9.6499 5.3171
H -2.0962 -8.3789 6.6939
H -1.6571 -9.8770 5.8417
O -2.2362 -2.0424 -4.7517
S -1.0889 -2.7922 -4.3527
O -0.4544 -2.5980 -3.0972
O 0.0110 -2.6810 -5.5214
C 0.3505 -3.9877 -5.9980
C -0.8959 -4.8203 -5.7733
O -1.4184 -4.3598 -4.5219
H 1.1897 -4.3603 -5.4067
H 0.6367 -3.9451 -7.0460
H -0.6844 -5.8855 -5.7291
H -1.6448 -4.6300 -6.5459
```